No. 1
Below is a molecular structure, C11H14BF4InN6S5Sb, with properties calculated with ωB97M-V/def2-TZVPD.

Geometry (Å):
In (-0.2461, 0.2937, -1.2059)
C (1.7975, 1.2143, 2.7988)
C (1.1289, 1.3325, 1.4715)
N (1.3093, 0.4825, 0.5270)
N (2.1649, -0.5611, 0.8014)
C (2.6008, -1.3194, -0.2328)
N (3.1155, -2.5002, 0.1384)
S (2.5388, -0.7844, -1.8266)
C (0.2546, 2.4890, 1.1557)
C (-0.3357, 3.2772, 2.1266)
C (-1.1308, 4.3389, 1.7044)
C (-1.2816, 4.5747, 0.3536)
C (-0.6462, 3.7264, -0.5489)
N (0.0949, 2.7067, -0.1488)
H (2.8417, 0.9316, 2.6566)
H (1.3075, 0.4258, 3.3758)
H (1.7545, 2.1483, 3.3500)
H (2.0028, -1.0543, 1.6797)
H (2.7832, -2.9092, 1.0071)
H (3.3873, -3.1184, -0.6049)
H (-0.2176, 3.0554, 3.1776)
H (-1.6331, 4.9611, 2.4337)
H (-1.9077, 5.3713, -0.0225)
H (-0.7736, 3.8476, -1.6176)
S (-3.7850, 0.0267, -4.0934)
Sb (-2.6950, 1.5978, -2.8895)
S (-0.2961, 1.4712, -3.3258)
S (-2.5302, 0.7648, -0.5559)
S (-3.3500, 3.7650, -2.8283)
N (0.1150, -2.8118, -2.2412)
C (-0.5383, -3.9613, -2.4553)
C (-1.8735, -3.7212, -2.2263)
C (-1.9403, -2.3692, -1.8698)
N (-0.7277, -1.8324, -1.8877)
H (1.0984, -2.5879, -2.3235)
H (-0.0157, -4.8520, -2.7595)
H (-2.6902, -4.4145, -2.3115)
H (-2.7926, -1.7578, -1.6239)
F (-0.6053, -3.4580, 2.7109)
B (0.1707, -2.4661, 2.1722)
F (1.5689, -2.6725, 2.5573)
F (-0.1777, -1.1878, 2.6332)
F (0.1544, -2.4626, 0.7681)

The net charge is -1. As for the energy above the lowest of the compared OMol25 structures with the same formula, charge and spin: 0.0000 eV.

No. 2
Below is 4 unconnected molecules or ions with the total composition C4H15NO2 at a distorted geometry, with properties calculated with ωB97M-V/def2-TZVPD.

Geometry (Å):
C (-1.8822, 0.9050, 0.4023)
C (-1.5933, -0.0356, -0.7942)
C (-0.2385, 0.3522, -1.4440)
N (0.8681, 0.3415, -0.4728)
C (2.1810, 0.4169, -1.1210)
H (-0.9758, 1.4408, 0.6924)
H (-2.6572, 1.6634, 0.2682)
H (-2.0933, 0.2515, 1.2523)
H (-1.3506, -1.0020, -0.3604)
H (-2.4558, -0.2210, -1.4160)
H (-0.1278, -0.2031, -2.4119)
H (-0.3926, 1.4203, -1.6973)
H (0.7660, -0.5074, 0.1228)
H (2.9812, 0.3613, -0.3941)
H (2.1785, -0.2435, -1.9889)
H (2.2295, 1.3923, -1.6059)
H (0.2042, -2.5423, 0.8662)
H (0.6856, -1.9297, -0.5590)
O (0.0099, -1.6861, 1.2898)
H (1.0306, -0.0285, 3.7476)
H (0.3130, -0.4055, 2.4555)
O (0.3193, 0.2596, 3.1685)

The net charge is 0. As for the energy above the lowest of the compared OMol25 structures with the same formula, charge and spin: 7.2036 eV.

No. 3
Below is a molecular structure, C48H53N3O4P2SiTa at a distorted geometry, with properties calculated with ωB97M-V/def2-TZVPD.

Geometry (Å):
Ta (1.7224, 11.5906, 19.3616)
C (-0.2836, 8.9488, 20.4226)
P (-0.7467, 10.6115, 19.9876)
C (-1.7196, 11.3144, 21.3328)
C (-3.1042, 11.3797, 21.3076)
C (-3.7864, 12.0995, 22.2584)
C (-3.0905, 12.7810, 23.2650)
C (-1.7297, 12.7434, 23.3358)
C (-1.0394, 11.9525, 22.3825)
C (-1.7874, 10.8292, 18.5746)
C (-2.0767, 9.9227, 17.4591)
C (-2.4115, 10.3446, 16.2509)
C (-2.4951, 11.7787, 15.9266)
C (-2.3828, 12.7069, 17.1698)
C (-2.1210, 12.1474, 18.5036)
C (0.9705, 9.1050, 21.2337)
C (1.4529, 8.3262, 22.2205)
C (2.6733, 8.8451, 22.6795)
C (2.8942, 10.0251, 21.9846)
C (3.9917, 11.0761, 22.2515)
P (3.8685, 11.7824, 23.9293)
C (4.6589, 10.4636, 24.9503)
C (5.7060, 9.6442, 24.4986)
C (6.1316, 8.4991, 25.1711)
C (5.4679, 8.1684, 26.4019)
C (4.5285, 9.0358, 26.9214)
C (4.1161, 10.1658, 26.2056)
C (5.1371, 13.0968, 23.9086)
C (4.8999, 14.1990, 24.7278)
C (5.8472, 15.2030, 24.8255)
C (6.9729, 15.1742, 23.9794)
C (7.1936, 14.1070, 23.1178)
C (6.2652, 13.0403, 23.1331)
N (1.8332, 10.2433, 21.0684)
H (-0.1274, 8.3182, 19.5173)
H (-1.0726, 8.3901, 20.9663)
H (-3.7111, 10.9305, 20.5275)
H (-4.8700, 12.2134, 22.1387)
H (-3.6716, 13.3654, 24.0009)
H (-1.1839, 13.3562, 24.0158)
H (0.0302, 11.9583, 22.3904)
H (-2.0358, 8.8754, 17.7106)
H (-2.6666, 9.5732, 15.5071)
H (-3.4457, 11.9219, 15.3766)
H (-3.0577, 13.6092, 17.0925)
H (-2.0494, 12.8854, 19.2809)
H (1.0028, 7.4264, 22.5191)
H (3.2846, 8.3836, 23.3680)
H (3.8793, 11.9132, 21.5474)
H (4.9667, 10.6334, 22.1323)
H (6.1040, 9.8965, 23.5197)
H (6.9018, 7.8308, 24.8286)
H (5.7668, 7.2578, 26.9315)
H (3.9730, 8.8555, 27.8521)
H (3.3564, 10.8251, 26.5900)
H (3.9727, 14.1834, 25.3167)
H (5.6563, 16.0526, 25.4920)
H (7.6134, 16.0655, 24.0453)
H (8.0934, 13.9937, 22.5223)
H (6.5353, 12.1293, 22.6419)
N (2.8061, 5.6495, 16.8064)
C (2.5070, 6.8273, 17.3417)
C (1.2871, 7.4760, 17.0790)
C (1.1228, 8.7545, 17.5262)
N (1.9602, 9.3842, 18.3521)
C (3.0872, 8.7255, 18.7094)
C (3.4019, 7.4960, 18.2054)
H (2.0499, 5.1771, 16.3687)
H (3.5076, 5.1025, 17.3135)
H (0.6293, 7.0252, 16.3859)
H (0.2944, 9.3938, 17.2721)
H (3.6998, 9.2058, 19.4315)
H (4.3404, 7.0409, 18.5717)
O (0.6167, 13.2738, 18.4117)
C (0.1982, 12.6401, 17.4324)
O (0.7365, 11.5230, 17.2562)
C (-0.9200, 13.2508, 16.6054)
C (-0.8594, 14.7409, 16.6708)
C (-1.4337, 15.4775, 15.7569)
C (-1.9590, 14.8349, 14.5180)
C (-1.8592, 13.5271, 14.2882)
C (-1.2792, 12.4974, 15.2952)
H (-0.4115, 15.1694, 17.5236)
H (-1.5312, 16.5420, 15.8461)
H (-2.4272, 15.3839, 13.7303)
H (-2.1926, 13.1780, 13.3480)
H (-0.5038, 11.8643, 14.8249)
C (2.5504, 15.2457, 20.0110)
C (1.7522, 14.3584, 20.9558)
C (2.1419, 14.4776, 22.3757)
O (2.0003, 12.9942, 20.5490)
H (2.4574, 16.2935, 20.3146)
H (2.2341, 15.0550, 18.9789)
H (3.6016, 15.0329, 19.9867)
H (0.6366, 14.5152, 20.8232)
H (3.2144, 14.3511, 22.5530)
H (1.6063, 13.7618, 22.9797)
H (1.8516, 15.4296, 22.8498)
C (5.0419, 10.5426, 16.2157)
Si (4.8876, 11.7628, 17.7044)
C (6.1496, 11.2187, 19.0266)
C (5.2683, 13.5233, 17.1760)
O (3.4212, 11.6514, 18.5099)
H (6.0451, 10.6626, 15.7737)
H (4.3214, 10.7882, 15.4048)
H (4.8605, 9.5369, 16.5006)
H (7.1235, 11.1197, 18.5551)
H (5.9156, 10.2565, 19.5519)
H (6.2435, 11.9593, 19.8511)
H (6.0649, 13.4318, 16.4610)
H (5.6014, 14.1305, 18.0180)
H (4.4017, 13.9663, 16.6313)

The net charge is +1. As for the energy above the lowest of the compared OMol25 structures with the same formula, charge and spin: 2.9964 eV.

No. 4
Below is a molecular structure, C3H6IN2 at a distorted geometry, with properties calculated with ωB97M-V/def2-TZVPD.

Geometry (Å):
C (-0.5211, 1.2673, -0.8638)
C (-0.3400, 0.1096, -0.3062)
C (-1.6528, -0.1830, -0.0676)
N (-0.5147, 2.0988, -1.7261)
N (1.8042, -0.9970, 0.8764)
I (-2.2523, -2.0208, 0.6980)
H (0.5227, -0.3925, 0.2411)
H (-2.5677, 0.3984, -0.4511)
H (-0.6663, 3.1429, -1.8174)
H (2.4321, -0.2959, 1.2889)
H (2.4032, -1.6780, 0.5051)
H (1.3527, -1.4499, 1.6227)

The net charge is +1. As for the energy above the lowest of the compared OMol25 structures with the same formula, charge and spin: 2.9540 eV.

Gap between HOMO and LUMO (computed, eV): 6.17 6.00 7.34 8.43
E_tot (computed, eV): -98021.13590 -9969.88257 -91302.27117 -14279.15916